{"formula": "C14H17N3O4S2", "method": "the ωB97M-V functional and the def2-TZVPD basis", "charge": 0, "relative_energy_kj_mol": 186.5, "smiles": "CCSc1nnc(NC(=O)c2cc(OC)c(OC)c(OC)c2)s1", "symbols": ["C", "C", "S", "C", "N", "N", "C", "N", "C", "O", "C", "C", "C", "O", "C", "C", "O", "C", "C", "O", "C", "C", "S", "H", "H", "H", "H", "H", "H", "H", "H", "H", "H", "H", "H", "H", "H", "H", "H", "H"], "xyz": [[5.8821, 4.8277, 4.7185], [4.7607, 4.4110, 3.7893], [4.5863, 2.5850, 3.8014], [3.2909, 2.4336, 2.6749], [2.7267, 3.4343, 2.0840], [1.7502, 3.0747, 1.2573], [1.5618, 1.7995, 1.2114], [0.6125, 1.2042, 0.4320], [0.4513, -0.1586, 0.4070], [1.1656, -0.8768, 1.0816], [-0.6075, -0.6720, -0.4850], [-1.6374, 0.1019, -0.9920], [-2.6154, -0.4555, -1.8149], [-3.5459, 0.4471, -2.2210], [-4.7401, 0.0617, -2.8683], [-2.5541, -1.8179, -2.1563], [-3.5016, -2.3117, -3.0118], [-3.9978, -3.6241, -2.8300], [-1.4927, -2.5972, -1.6444], [-1.4460, -3.9033, -2.0356], [-0.4195, -4.7232, -1.5264], [-0.5509, -2.0262, -0.8069], [2.6272, 0.8595, 2.2360], [5.9810, 5.9108, 4.7083], [6.8250, 4.3878, 4.4023], [5.6758, 4.5053, 5.7364], [3.8002, 4.8198, 4.0984], [4.9552, 4.7001, 2.7580], [0.0583, 1.8136, -0.1511], [-1.7614, 1.1452, -0.7493], [-5.3014, 0.9885, -2.9883], [-5.3210, -0.6355, -2.2602], [-4.5473, -0.3805, -3.8467], [-4.1268, -3.8606, -1.7716], [-3.3459, -4.3682, -3.2896], [-4.9693, -3.6346, -3.3256], [-0.4615, -4.7898, -0.4355], [0.5679, -4.3669, -1.8333], [-0.5972, -5.7079, -1.9561], [0.2622, -2.6011, -0.3970]], "atomic_forces_ev_per_a": [[-0.1, -0.2, 0.0], [-0.2, -0.3, -0.1], [0.5, 0.3, 0.4], [-0.4, -0.5, -0.3], [1.1, 0.5, 0.9], [-1.4, -0.5, -1.2], [0.8, -0.2, 0.8], [-0.4, -0.2, -0.3], [0.0, 0.4, 0.0], [-0.1, -0.2, -0.1], [-0.5, -0.4, -0.4], [0.1, -0.2, 0.0], [0.1, -0.1, 0.0], [0.3, -0.1, 0.1], [-0.4, 0.0, -0.3], [-0.2, 0.0, 0.0], [0.6, 0.3, 0.0], [-0.3, -0.4, -0.1], [0.0, 0.1, 0.1], [-0.3, 0.4, -0.1], [0.2, -0.2, 0.1], [0.1, 0.0, 0.0], [0.1, 1.1, 0.0], [0.0, 0.1, 0.0], [0.1, 0.0, 0.0], [0.0, 0.0, 0.1], [0.0, 0.1, -0.1], [-0.1, 0.1, 0.1], [0.1, -0.1, 0.0], [0.0, 0.1, 0.0], [0.0, -0.1, 0.0], [0.0, 0.0, 0.0], [-0.1, 0.1, 0.1], [0.0, 0.0, 0.0], [-0.1, 0.1, 0.1], [0.0, 0.0, 0.1], [0.0, 0.0, 0.0], [0.0, 0.0, 0.0], [0.1, 0.1, 0.1], [0.0, -0.1, 0.0]]}